No. 1
Computed, not measured: a structure of composition C37H34AsBrILaN2OP at a distorted geometry, with ωB97M-V/def2-TZVPD.

Each line ends with the Löwdin charge.
CARTESIAN COORDINATES (ANGSTROEM)
C -3.7567 3.7981 -3.6271  0.005
H 3.4657 -3.1573 2.7958  0.122
C -3.7928 0.5942 -5.4317  -0.030
La 0.1005 -1.2374 -0.0396  1.744
C -2.0473 0.1491 3.2041  -0.075
H 2.1763 5.4377 -0.1749  0.100
C -3.5699 2.3979 -3.8441  -0.136
C -1.4196 -4.4884 0.5235  -0.120
C 4.9601 -1.1854 -1.0764  -0.136
O 1.9525 -1.6020 -1.2672  -0.808
H -1.5061 -0.3455 4.0595  0.137
H -5.2211 0.7781 2.3831  0.140
C -2.0872 1.1080 1.0018  -0.472
H 3.9743 1.7608 2.4801  0.116
C -0.8370 -4.6939 3.1363  0.017
H -1.0806 5.5860 2.5935  0.127
H 3.5909 -0.3402 -4.0183  0.035
C -3.4044 0.2103 3.2632  -0.080
H -2.1608 -6.4381 3.2834  0.160
As 3.4239 -2.0042 -2.0799  1.125
H 4.2103 -1.9001 -4.5510  0.073
H -1.8661 3.5102 1.7935  0.108
C -0.3448 -3.6434 2.3647  -0.244
C -4.1263 0.7669 2.2473  -0.029
H -4.0427 1.4905 0.2921  0.081
H -3.9112 -0.0883 4.2136  0.144
C 3.4392 -3.9268 -1.9067  -0.195
C 2.5459 -1.2459 2.3960  -0.293
H 1.1369 -2.9951 3.8133  0.149
H -1.5597 -4.3910 -0.5028  0.088
C -1.7205 -5.6373 2.6241  0.013
H -4.2241 4.4473 -4.3543  0.131
C -0.4885 5.1310 1.7864  -0.044
H 4.9598 -1.5600 -0.0695  0.018
N -0.6320 -3.5685 1.0363  -0.039
C -0.9601 3.8655 1.3156  -0.087
H 4.4394 -4.3817 -2.2241  0.089
C -3.3347 4.3937 -2.4849  -0.010
C 4.8271 -1.4435 3.0300  -0.090
H 2.7604 -4.3361 -2.6564  0.047
C 1.2948 4.9863 0.1788  -0.058
C -2.8937 1.6347 -2.8604  -0.178
C -2.9145 0.2134 -3.2092  -0.595
C -3.4832 1.1718 1.0825  -0.063
H -0.2813 0.6271 2.1116  0.053
C 0.8219 3.7843 -0.3069  -0.103
C -3.9800 1.8824 -5.1005  -0.001
C 3.3950 -1.3970 -3.9736  -0.161
C -2.6490 3.5986 -1.4872  -0.066
H 4.8930 -0.1002 -1.2126  0.054
H 2.4474 -1.6226 -4.4722  0.050
H 5.7566 -1.9056 3.4146  0.125
C -0.3179 3.1950 0.2530  -0.405
H 1.3527 3.3835 -1.2073  0.122
Br 6.5302 0.8068 3.4333  0.830
C -3.2473 -0.2014 -4.4202  -0.187
H 1.8337 0.7565 1.9634  0.093
C -1.3625 0.6057 2.0731  -0.213
I -2.6527 -1.3194 -1.8141  1.037
C 2.5950 0.1026 2.3547  -0.031
C 0.7378 -2.7445 2.8416  -0.036
C 4.9142 -0.0550 2.9232  -0.681
H 5.8484 -1.5659 -1.5918  0.055
P -1.1279 1.7074 -0.4574  0.984
C 0.6565 5.6368 1.2549  -0.053
H -2.5830 -6.3005 0.7563  0.141
H 3.1860 -4.1622 -0.8733  0.038
C -2.4014 2.2866 -1.6905  -0.316
H 1.0586 6.6391 1.4930  0.133
N 1.2993 -1.8966 2.0525  -0.081
H -2.2600 4.1310 -0.6166  0.098
H -3.1335 -1.2639 -4.5733  0.087
C 3.8390 0.6982 2.6066  -0.107
C 3.6488 -2.0937 2.6851  0.001
H -0.6218 -4.6286 4.2240  0.147
H -4.0087 0.1552 -6.4123  0.139
C -1.9718 -5.5351 1.2584  0.009
H -4.5029 2.5619 -5.7709  0.138
H -3.5850 5.4121 -2.2387  0.119

Kohn-Sham gap (eV): 6.35
LUMO (eV): -8.947
HOMO energy (eV): -15.30
Energy relative to the best compared isomer or geometry (same formula, charge and spin) (kJ/mol): 35.6
Energy (hartree): -7094.68745
Total charge: +3

No. 2
Computed, not measured: the ion C6H6BrClN3 with charge +1 at a distorted geometry, with ωB97M-V/def2-TZVPD.

Each line ends with the Löwdin charge.
CARTESIAN COORDINATES (ANGSTROEM)
C 1.1989 1.3476 -0.7511  0.053
H -1.5301 1.2227 -1.1085  0.103
Cl 3.3932 -1.0708 0.0450  0.799
N -0.4684 -1.5094 0.5648  0.125
C 0.7970 -2.0490 0.5156  -0.019
C -1.6149 0.5738 -0.2666  -0.560
C -1.9321 1.4141 0.9062  -0.301
C 1.6867 -1.0620 0.1389  -0.604
C -0.4273 -0.3026 0.0047  -0.302
N -2.1770 2.2111 1.6760  0.214
H 1.0617 2.0824 0.0874  0.136
Br -3.1889 -0.5589 -0.3397  0.883
H 2.1646 1.4893 -1.2828  0.117
H -1.2609 -2.2130 0.6258  0.181
N 0.8516 -0.0136 -0.2285  -0.031
H 0.4881 1.4289 -1.5343  0.077
H 0.9578 -2.9908 0.9472  0.128

Kohn-Sham gap (eV): 10.10
LUMO (eV): -4.041
HOMO energy (eV): -14.14
SMILES: Cn1c(Cl)c[nH+]c1[C@@H](Br)C#N
Energy relative to the best compared isomer or geometry (same formula, charge and spin) (kJ/mol): 0.0
Energy (hartree): -3430.42129
Total charge: +1

No. 3
Computed, not measured: a cluster of 14 separate species, C34H90N2O16S13 in total at a distorted geometry, with ωB97M-V/def2-TZVPD.

Each line ends with the Löwdin charge.
CARTESIAN COORDINATES (ANGSTROEM)
O -2.4936 -3.0247 5.7354  -0.573
H -5.8691 -1.1847 -6.5082  0.050
C -8.1060 -4.4581 1.4281  -0.257
C -1.2037 -1.0550 4.5184  -0.251
H 3.9919 5.1362 4.8284  0.052
H -8.3438 -3.6867 2.1611  0.057
H 9.2754 3.7340 -4.6131  0.051
S -5.1873 -0.3546 4.6884  0.795
H -6.1278 -8.2818 3.8770  0.067
O 1.1663 1.6514 -1.6048  0.153
O 2.7802 0.2877 3.9445  -0.562
H -2.4654 -3.7988 2.9841  0.047
O 8.2268 3.5897 -1.2045  -0.558
H 4.1179 4.9635 -1.6005  0.053
H 3.1099 3.0518 3.0309  0.040
C 1.1854 -2.4967 -3.1804  -0.113
H 5.8930 5.5796 1.7778  0.036
O 6.0165 6.9303 4.0095  -0.554
H -2.3750 -3.1407 -6.7644  0.050
H -6.2010 -0.4935 6.8465  0.061
H 8.5869 10.3002 -0.8608  0.061
C 9.3351 11.0495 -3.4412  -0.275
H 4.5608 2.0850 2.6542  0.066
H 8.4113 11.5783 -3.6753  0.051
H -8.3543 -4.1208 0.4216  0.053
S -1.6384 -5.2798 -6.0826  0.814
C -2.5389 -6.2339 -4.8559  -0.264
C 9.2212 3.2483 -3.6392  -0.273
H -1.4964 -5.0649 2.1613  0.064
C -10.6655 -5.1997 1.7008  -0.271
S 2.5409 0.8010 2.5688  0.799
H 9.8487 11.5265 -2.6066  0.056
N 4.1315 -1.2136 -3.9342  -0.104
H 5.0098 -3.0488 -3.4599  0.080
C -6.3680 -1.2856 -5.5467  -0.259
H 9.9828 11.0405 -4.3152  0.047
H 2.8596 6.3235 5.5479  0.054
H -7.0483 -4.7115 1.4811  0.033
H -2.2121 -0.5507 7.0724  0.045
O -0.7086 1.1914 -2.8202  0.154
C 5.4786 6.7133 6.5895  -0.270
H -7.2566 -0.6550 -5.5277  0.053
H -4.0930 -10.2339 2.5874  0.053
H -7.8635 -3.8021 -3.3695  0.046
H -3.7495 -4.2222 -6.4390  0.025
H -4.1396 0.4704 1.5317  0.049
O -0.4010 -4.7880 -5.4161  -0.563
H -10.8347 -4.8410 0.6857  0.052
O -4.0330 0.3874 5.2684  -0.557
O 10.2208 8.7221 -2.5473  -0.551
H 4.7190 0.3075 -2.6428  0.117
H -0.3213 -0.4196 4.6110  0.054
H 5.5919 4.1843 -0.9671  0.038
O 3.3600 2.0523 -1.2306  0.134
N 1.1483 -1.9499 -4.5290  -0.095
C -6.4834 0.8562 4.3954  -0.266
O 6.3603 6.8506 -1.5244  -0.579
H 0.3336 -2.1880 -2.5665  0.083
C 9.1441 5.6797 -2.5604  -0.274
H 9.2001 6.0864 -3.5695  0.057
H -3.7201 -8.6696 3.3775  0.060
O -5.5981 -3.7887 -5.2137  -0.565
H -1.3511 -1.7296 8.1025  0.048
C 3.5270 2.2905 2.3749  -0.262
H 3.4694 2.6240 1.3383  0.026
H -5.3185 -1.9788 6.3936  0.049
O -8.7889 -6.2691 3.2347  -0.549
H -5.5973 0.5751 0.4912  0.056
C 2.6646 0.5640 -3.0345  -0.041
C -6.4832 -8.7557 2.9625  -0.264
C -2.7755 -3.8976 -6.0904  -0.288
H -0.1828 -0.3531 -4.5668  0.116
H -3.0461 -9.0482 1.7718  0.049
C -7.5382 -2.8200 -3.7060  -0.267
O -1.3787 -3.8229 -0.4119  -0.551
H 3.4610 0.2188 0.4456  0.027
S -6.8551 -3.0043 -5.3573  0.821
H 8.7983 2.2518 -3.7499  0.044
S -1.1887 -2.3006 5.8107  0.809
H -8.3918 -2.1432 -3.7424  0.052
C -4.6941 0.0059 0.7155  -0.277
H -10.7362 -4.3783 2.4137  0.057
H 3.1626 6.3296 3.7941  0.048
C 5.0130 -2.0298 -3.0999  -0.113
H -6.7698 -2.4336 -3.0354  0.053
H 1.2089 -0.1119 -5.5644  0.125
C 4.7795 4.8765 -0.7413  -0.272
H -0.8124 -3.4418 2.4289  0.039
C -3.4800 1.7099 -0.9418  -0.263
H 0.4249 -2.4515 -5.0230  0.072
H -7.3928 0.3415 4.0855  0.053
S 8.9527 9.3435 -3.0167  0.795
S 8.1349 4.1993 -2.5651  0.795
H -4.9569 -1.0143 0.9892  0.038
S -2.3471 -3.4090 0.6391  0.775
S 5.4598 6.4968 -0.3829  0.832
H 10.1415 5.4373 -2.1938  0.067
H -2.6427 -5.6459 -3.9442  0.060
H 4.2115 4.5266 0.1192  0.036
H 10.2121 3.1800 -3.1905  0.056
H 4.4575 -1.2290 -4.8843  0.105
H -2.9673 2.1190 -0.0711  0.058
H 6.0328 -1.6398 -3.1169  0.076
C -3.9048 -9.1726 2.4284  -0.269
H 5.7325 5.6558 6.5174  0.060
C 0.8984 -0.5150 -4.6038  -0.155
C -1.3070 -1.1494 7.1829  -0.263
H -0.4230 -0.5119 7.1922  0.056
H 7.0749 6.8169 1.3197  0.051
H -6.5800 -9.8324 3.1051  0.056
H 4.3455 0.8516 -4.2577  0.138
H -6.6599 1.4309 5.3044  0.058
C 4.0347 0.1595 -3.4757  -0.153
H -3.5189 -6.4964 -5.2540  0.054
O -4.5066 -0.5504 -1.8652  -0.563
H -2.8532 -3.4926 -5.0831  0.058
H -4.2610 -4.3325 -0.3976  0.055
C -5.9970 -1.2024 6.0439  -0.255
S -5.3310 -8.4333 1.6241  0.821
S -3.6491 -0.0675 -0.7479  0.785
H -7.4483 -8.3359 2.6912  0.016
H 2.1045 -2.2335 -2.6708  0.051
C 6.5102 5.9580 0.9647  -0.258
S 4.9596 7.3191 4.9794  0.811
H -4.4668 2.1613 -1.0535  0.056
H 4.5473 -0.2419 1.7921  0.065
C -3.7472 -4.5249 0.5431  -0.274
H 6.3546 7.2824 6.8920  0.050
H -3.4041 -5.5547 0.5711  0.038
C 1.4326 0.3102 -3.4874  -0.050
C 3.6063 6.1544 4.7723  -0.273
H -4.4215 -4.3352 1.3774  0.042
H -5.6839 -1.0096 -4.7436  0.055
H -1.1807 -1.5643 3.5576  0.024
H 7.0972 10.2973 -1.8608  0.059
C 2.5184 1.4843 -1.8819  -0.360
H 3.0897 -1.2081 1.4460  0.054
C -1.7210 -3.9997 2.2113  -0.266
H 7.6666 8.7871 -1.1190  0.014
C 3.5142 -0.2061 1.4464  -0.255
H -2.1128 -0.4587 4.5984  0.021
H -1.9684 -7.1374 -4.6506  0.046
C 7.9781 9.7289 -1.5630  -0.264
H -6.1491 1.5192 3.6002  0.044
H 1.1835 -3.5745 -3.2724  0.079
H 4.6753 6.8667 7.3099  0.053
H -11.3994 -5.9640 1.9456  0.049
H -6.9220 -1.6546 5.6864  0.055
H -2.8836 1.8883 -1.8330  0.028
O -5.1055 -6.9595 1.5857  -0.565
S -9.0338 -5.9473 1.8039  0.796
H 4.6431 -1.9936 -2.0828  0.073
C 0.4769 1.0807 -2.6354  -0.370
H 8.6759 6.4044 -1.9035  0.014
H 7.1913 5.1848 0.6021  0.048

Kohn-Sham gap (eV): 7.28
LUMO (eV): -0.689
HOMO energy (eV): -7.97
Energy (hartree): -7838.84657

No. 4
Computed, not measured: a cluster of 2 separate species, C5H10NO2 in total, with ωB97M-V/def2-TZVPD.

Each line ends with the Löwdin charge.
CARTESIAN COORDINATES (ANGSTROEM)
H -1.4757 -2.4821 2.0432  0.032
H 3.5634 2.0366 -1.1037  0.048
H -1.0051 -1.7409 -1.2766  0.106
H -2.3350 -1.7373 -0.1711  0.092
O 1.0279 1.5784 0.7008  -0.105
C -0.4260 -1.2365 0.6741  -0.192
H -2.5805 0.2076 -1.6051  0.057
H -0.9450 0.7576 -1.3386  0.055
H 0.4322 -0.5892 0.5056  0.069
C -1.4296 -1.1747 -0.4374  -0.278
H -2.0736 0.8552 -0.0126  0.073
C -1.7746 0.2392 -0.8606  -0.121
O 1.5863 0.6281 -1.2629  -0.100
C -0.5916 -1.8914 1.8214  -0.031
C 1.7745 1.3924 -0.2913  -0.872
H 3.0927 2.8941 0.3248  0.051
N 2.9845 2.1178 -0.2953  0.083
H 0.1753 -1.8552 2.5853  0.034

Kohn-Sham gap (eV): 8.19
LUMO (eV): 4.083
HOMO energy (eV): -4.11
Energy relative to the best compared isomer or geometry (same formula, charge and spin) (kJ/mol): 54.0
Energy (hartree): -401.80625
Total charge: -1

Kohn-Sham gap of number 2 (C6H6BrClN3)?
10.10 eV

Which formula does entry 2 have?
C6H6BrClN3

What is the LUMO in the first record?
-8.947 eV

Look up the HOMO energy of the first one.
-15.30 eV